(1)
Here is 2 unconnected molecules or ions with the total composition C6H17N2 from OMol25. Energies are from the ωB97M-V functional and the def2-TZVPD basis.

Structure (XYZ):
```
25
Properties=species:S:1:pos:R:3
N -0.735 0.803 1.116
C -0.047 0.165 2.214
C -0.079 -1.348 2.040
C 1.381 0.684 2.374
N 0.649 0.430 -0.908
C 0.015 -1.373 -2.363
C -0.432 -0.071 -1.644
C -0.994 0.948 -2.644
H -1.025 1.746 1.391
H 1.823 0.119 3.201
H -0.153 0.821 0.206
H -0.619 0.364 3.121
H 0.351 -1.805 2.936
H 0.551 -1.664 1.204
H -1.095 -1.749 2.022
H 1.488 1.713 2.709
H 2.010 0.413 1.529
H 0.757 1.423 -1.175
H -0.822 -1.755 -2.947
H 0.827 -1.117 -3.044
H 0.324 -2.161 -1.677
H -1.171 -0.383 -0.860
H -1.612 0.581 -3.454
H -0.096 1.325 -3.161
H -1.297 1.891 -2.189
```

Summary:
net charge	+1
gap between HOMO and LUMO	6.625	eV
highest occupied orbital energy	-14.7	eV
LUMO energy	-8.03	eV



(2)
Here is C13H12S in the gas phase from OMol25. Energies are from the ωB97M-V functional and the def2-TZVPD basis.

Structure (XYZ):
```
26
Properties=species:S:1:pos:R:3
C 0.963 2.894 2.015
C 0.579 1.765 1.898
C -2.426 0.111 -2.459
C -2.045 -1.162 -2.079
C -1.782 1.207 -1.909
C -1.033 -1.345 -1.150
C -0.765 1.026 -0.993
C -0.377 -0.253 -0.600
C 0.997 -1.784 0.903
C 1.073 -1.974 2.211
C 0.167 0.399 1.805
C 0.731 -0.394 0.412
C 2.038 0.232 -0.104
S 0.757 -0.595 3.233
H 1.269 3.894 2.109
H -3.222 0.248 -3.175
H -2.541 -2.023 -2.501
H -2.070 2.209 -2.194
H -0.762 -2.350 -0.860
H -0.269 1.885 -0.565
H 1.219 -2.565 0.194
H 1.322 -2.891 2.713
H -0.922 0.315 1.794
H 1.881 0.718 -1.063
H 2.798 -0.536 -0.231
H 2.421 0.971 0.595
```

Summary:
SMILES	C#C[C@@H]1SC=C[C@@]1(C)c1ccccc1
net charge	0
gap between HOMO and LUMO	9.052	eV
highest occupied orbital energy	-8.2	eV
LUMO energy	0.83	eV



(3)
Here is C4H3NO2 in the gas phase from OMol25. Energies are from the ωB97M-V functional and the def2-TZVPD basis.

Structure (XYZ):
```
10
Properties=species:S:1:pos:R:3
O 3.051 0.018 0.093
C 1.929 0.419 -0.051
C 0.614 -0.203 0.309
N 0.056 -1.194 -0.308
C -1.294 -0.883 -0.299
C -1.476 0.285 0.359
O -0.261 0.728 0.763
H 1.682 1.360 -0.582
H -2.000 -1.474 -0.859
H -2.301 0.942 0.577
```

Summary:
SMILES	O=Cc1ncco1
net charge	0
gap between HOMO and LUMO	10.044	eV
highest occupied orbital energy	-9.9	eV
LUMO energy	0.11	eV



(4)
Here is a molecular structure, C5H10N2 from OMol25. Energies are from the ωB97M-V functional and the def2-TZVPD basis.

Structure (XYZ):
```
17
Properties=species:S:1:pos:R:3
C -0.320 -0.002 2.501
C 1.395 0.327 -1.535
N 0.147 0.188 1.163
C 0.276 -0.871 0.395
C 0.525 -0.790 -1.042
C -1.541 0.785 -1.064
N -1.192 -0.406 -0.848
H 0.070 -1.879 0.781
H 0.574 -1.748 -1.557
H -0.427 -1.059 2.796
H -1.278 0.517 2.635
H 0.404 0.470 3.178
H -0.933 1.668 -0.873
H -2.526 0.922 -1.500
H 1.475 1.162 -0.840
H 2.394 -0.037 -1.744
H 0.956 0.752 -2.448
```

Summary:
net charge	0
gap between HOMO and LUMO	8.931	eV
highest occupied orbital energy	-8.1	eV
LUMO energy	0.84	eV



(5)
Here is C5H8O in the gas phase from OMol25. Energies are from the ωB97M-V functional and the def2-TZVPD basis.

Structure (XYZ):
```
14
Properties=species:S:1:pos:R:3
C 1.627 -0.112 0.436
C 1.329 -1.361 0.179
C 0.838 1.148 -0.030
C -0.640 1.122 0.180
C -1.296 0.023 -0.517
O -1.949 -0.861 0.419
H 0.466 -1.606 -0.486
H 2.130 -2.186 0.278
H 1.304 2.052 0.438
H 1.179 1.091 -1.045
H -0.968 1.313 1.188
H -0.573 -0.506 -1.129
H -2.090 0.582 -1.090
H -1.357 -0.699 1.177
```

Summary:
net charge	0
gap between HOMO and LUMO (spin up / spin down)	9.165 / 8.984	eV
highest occupied orbital energy (spin up / spin down)	-8.1 / -10.0	eV
LUMO energy (spin up / spin down)	1.10 / -1.02	eV
2S+1	3



(6)
Here is a molecular structure, C38H42F4GeN4O3W from OMol25. Energies are from the ωB97M-V functional and the def2-TZVPD basis.

Structure (XYZ):
```
93
Properties=species:S:1:pos:R:3
W -1.332 -1.081 -1.295
C -0.628 0.133 -4.795
C -0.457 -1.280 -4.274
N 0.108 -1.408 -2.885
C 1.360 -0.589 -2.724
C 1.111 0.881 -2.369
C 0.469 -2.858 -2.667
C -0.778 -3.708 -2.512
N -1.727 -2.936 -1.690
C -2.839 -3.571 -1.098
C -3.475 -2.909 -0.058
F -2.955 -1.675 0.298
C -4.555 -3.414 0.627
F -5.086 -2.704 1.613
C -5.069 -4.645 0.266
C -4.470 -5.320 -0.779
F -4.938 -6.493 -1.169
C -3.377 -4.800 -1.462
F -2.861 -5.493 -2.478
H -1.114 0.065 -5.769
H 0.324 0.636 -4.948
H -1.242 0.756 -4.146
H 0.226 -1.823 -4.933
H -1.411 -1.808 -4.280
H 1.943 -0.708 -3.640
H 1.928 -1.064 -1.927
H 0.049 1.102 -2.225
H 1.477 1.548 -3.146
H 1.622 1.138 -1.442
H 1.060 -2.906 -1.756
H 1.082 -3.210 -3.498
H -0.514 -4.652 -2.035
H -1.241 -3.942 -3.471
H -5.920 -5.065 0.784
N -2.891 -0.153 -2.278
C -3.704 0.483 -2.831
N -4.615 1.165 -3.405
C -4.455 1.697 -4.788
C -5.690 1.313 -5.586
O -6.856 1.762 -4.935
C -7.034 1.129 -3.687
C -5.905 1.499 -2.740
H -3.545 1.288 -5.223
H -4.368 2.781 -4.708
H -5.726 0.226 -5.733
H -5.656 1.797 -6.561
H -7.086 0.041 -3.814
H -7.978 1.481 -3.277
H -5.968 0.962 -1.796
H -5.898 2.573 -2.548
O 0.234 -1.583 0.034
C 0.019 -0.546 0.757
O -0.929 0.199 0.287
C 0.817 -0.187 1.935
C 1.992 0.688 1.441
Ge 3.093 1.285 2.980
C 4.428 2.507 2.296
C 5.076 3.381 3.169
C 6.058 4.245 2.707
C 6.404 4.248 1.364
C 5.769 3.385 0.483
C 4.787 2.521 0.949
C 1.875 2.175 4.197
C 1.184 1.452 5.172
C 0.267 2.079 6.005
C 0.029 3.440 5.872
C 0.708 4.172 4.909
C 1.624 3.543 4.076
C 3.830 -0.310 3.800
C 4.118 -0.330 5.165
C 4.689 -1.450 5.752
C 4.975 -2.569 4.983
C 4.695 -2.565 3.624
C 4.128 -1.441 3.040
H 1.191 -1.096 2.408
H 0.199 0.373 2.637
H 1.615 1.587 0.948
H 2.607 0.130 0.730
H 4.813 3.393 4.222
H 6.554 4.917 3.396
H 7.171 4.921 1.004
H 6.043 3.385 -0.564
H 4.305 1.848 0.247
H 1.379 0.393 5.301
H -0.252 1.509 6.765
H -0.676 3.932 6.529
H 0.532 5.235 4.813
H 2.159 4.128 3.337
H 3.898 0.536 5.779
H 4.913 -1.450 6.811
H 5.421 -3.441 5.441
H 4.929 -3.433 3.022
H 3.934 -1.447 1.971
```

Summary:
net charge	+2
gap between HOMO and LUMO (spin up / spin down)	5.666 / 5.576	eV
highest occupied orbital energy (spin up / spin down)	-12.6 / -12.6	eV
LUMO energy (spin up / spin down)	-6.91 / -7.00	eV
2S+1	3



- Which of these has the highest net charge?
  C38H42F4GeN4O3W



- Among the records above, which one has the highest net charge?
  C38H42F4GeN4O3W